Here is C14H12MoN6O4S as an isolated structure from OMol25. Energies are from ωB97M-V with the def2-TZVPD basis set.

Properties
net charge: +1
E_HOMO (alpha / beta): -11.26 / -11.33 eV
ΔE to the lowest compared entry with this formula, charge and spin: 0.0 kJ/mol
Kohn-Sham gap (alpha / beta): 6.70 / 7.04 eV
LUMO (alpha / beta): -0.168 / -0.157 hartree
multiplicity: 2
expectation value of S²: 0.76

Cartesian coordinates (Å):
1 Mo 0.42679 0.60174 -0.82711
2 S -1.25038 2.35220 -1.12096
3 O -1.32226 1.52928 -2.33074
4 O -1.49891 1.45038 0.05721
5 O 0.14721 2.84865 -0.92030
6 O 0.03294 -1.46296 -0.66980
7 N 4.10970 -0.10267 -3.00262
8 N -1.28537 -1.78843 -0.66726
9 N 6.34704 0.77878 -3.58384
10 N 3.32113 -3.09039 3.58500
11 N 2.05067 0.22874 -1.79779
12 N 1.29976 0.42624 1.07053
13 C 1.57082 1.39493 3.23384
14 C -1.90369 -1.94697 -1.84602
15 C 2.28930 -0.84189 2.81673
16 C 2.13359 0.22085 3.69822
17 C -3.23011 -2.31438 -1.87165
18 C -3.22978 -2.34445 0.52364
19 C 2.86847 -2.09308 3.24114
20 C 5.29824 0.39213 -3.30795
21 C -1.90424 -1.97462 0.50487
22 C -3.90262 -2.51756 -0.67677
23 C 1.85037 -0.71055 1.50890
24 C 1.19282 1.47236 1.90759
25 C 3.09649 0.12080 -2.38505
26 C -2.38132 3.67935 -1.15937
27 H 1.92862 -1.52312 0.80223
28 H -2.76820 3.82218 -0.15278
29 H 0.78099 2.37890 1.48689
30 H -1.83425 4.55769 -1.49569
31 H -1.28967 -1.76918 -2.71535
32 H -1.29110 -1.82120 1.37918
33 H 2.45759 0.12196 4.72612
34 H -3.17618 3.42144 -1.85566
35 H -4.94334 -2.81196 -0.68085
36 H 1.44256 2.25283 3.87748
37 H -3.71671 -2.44080 -2.82757
38 H -3.71696 -2.49720 1.47554